[1]
{
  "formula": "C42H67ClN2O2Si4TaTe",
  "method": "ωB97M-V/def2-TZVPD",
  "species": ["Ta", "C", "C", "C", "C", "C", "C", "C", "C", "C", "C", "C", "C", "N", "C", "C", "N", "C", "C", "C", "C", "C", "C", "C", "C", "C", "C", "C", "C", "H", "H", "H", "H", "H", "H", "H", "H", "H", "H", "H", "H", "H", "H", "H", "H", "H", "H", "H", "H", "H", "H", "H", "H", "H", "H", "H", "H", "H", "H", "H", "H", "H", "H", "H", "H", "C", "Si", "C", "C", "Si", "Te", "Si", "C", "C", "C", "Si", "C", "C", "C", "H", "H", "H", "H", "H", "H", "H", "H", "H", "H", "H", "H", "H", "H", "H", "H", "H", "H", "H", "H", "H", "H", "H", "H", "H", "H", "H", "Cl", "C", "C", "C", "C", "C", "C", "C", "O", "O", "H", "H", "H", "H"],
  "coordinates": [[-0.22752, 0.30282, -0.06186], [2.22606, -2.84487, -0.84538], [2.03575, -2.45688, -2.31110], [0.61688, -2.68755, -2.83952], [2.52087, -1.07472, -2.72227], [3.22573, -1.02869, -3.92349], [3.72397, 0.15226, -4.43922], [3.53404, 1.32646, -3.73850], [2.83174, 1.34274, -2.53846], [2.69723, 2.65661, -1.79737], [2.06431, 3.73312, -2.68060], [4.05696, 3.11229, -1.25947], [2.30665, 0.13907, -2.04983], [1.56925, 0.19563, -0.80280], [2.26848, 0.21064, 0.40769], [1.75000, 0.91067, 1.46265], [0.54022, 1.57603, 1.36728], [0.17106, 2.33878, 2.55347], [-0.23013, 3.68558, 2.46021], [-0.37546, 4.41159, 3.64010], [-0.17881, 3.84954, 4.88496], [0.11841, 2.50631, 4.96270], [0.28146, 1.72494, 3.82183], [0.50632, 0.23482, 4.07222], [-0.71928, -0.37453, 4.76060], [1.76348, -0.03518, 4.90567], [-0.65199, 4.43500, 1.20560], [-2.10133, 4.08099, 0.86479], [0.26693, 4.33373, 0.00017], [2.01420, -3.90944, -0.72671], [1.57509, -2.30889, -0.16093], [3.26066, -2.68206, -0.53612], [2.68140, -3.14310, -2.86444], [-0.06820, -1.90935, -2.50868], [0.22565, -3.65285, -2.50841], [0.62217, -2.68055, -3.93083], [3.39287, -1.95732, -4.45691], [4.27130, 0.15175, -5.37310], [3.94922, 2.25088, -4.11984], [2.04970, 2.49961, -0.93915], [2.67665, 3.93467, -3.56036], [1.96420, 4.66956, -2.13133], [1.07085, 3.42886, -3.02274], [4.75689, 3.30872, -2.07455], [4.50144, 2.35224, -0.61390], [3.94901, 4.03200, -0.68081], [3.17475, -0.37161, 0.51007], [2.26242, 0.88608, 2.41409], [-0.66217, 5.45343, 3.56813], [-0.28360, 4.44653, 5.78140], [0.22692, 2.04218, 5.93437], [0.60808, -0.28437, 3.12534], [-0.91237, 0.09422, 5.72553], [-0.55333, -1.43905, 4.94321], [-1.61166, -0.25351, 4.14481], [1.65886, 0.36282, 5.91630], [2.65847, 0.41851, 4.47505], [1.93631, -1.10940, 4.99183], [-0.65471, 5.48614, 1.50017], [-2.23090, 3.00671, 0.73219], [-2.41028, 4.56891, -0.06249], [-2.77348, 4.39973, 1.66354], [0.24558, 3.34418, -0.44543], [1.29916, 4.57142, 0.26715], [-0.05790, 5.04237, -0.76478], [-2.55728, 4.45892, -4.26860], [-2.68621, 2.79443, -5.11493], [-0.99622, 2.24117, -5.69609], [-3.89717, 2.85166, -6.54056], [-3.53868, 1.22294, -3.56886], [-1.53080, 1.37370, -1.94032], [-3.47482, -1.04543, -4.19596], [-1.96469, -1.35761, -5.25346], [-3.42831, -2.12004, -2.66514], [-5.04688, -1.35704, -5.17108], [-5.36584, 1.84572, -2.22277], [-4.99121, 3.43663, -1.30805], [-6.79309, 2.06968, -3.41631], [-5.71834, 0.46188, -1.01499], [-2.06343, 5.17373, -4.93274], [-1.96739, 4.39975, -3.34967], [-3.54099, 4.86324, -4.01961], [-0.54654, 3.03837, -6.29517], [-1.05501, 1.34755, -6.32062], [-0.31570, 2.02967, -4.86643], [-3.53984, 3.54089, -7.31038], [-4.88290, 3.19622, -6.21922], [-4.01471, 1.87032, -7.00707], [-1.05095, -0.98852, -4.78171], [-2.05909, -0.88541, -6.23401], [-1.84867, -2.43370, -5.41314], [-2.49200, -1.98868, -2.11910], [-3.50167, -3.17131, -2.96045], [-4.25320, -1.90542, -1.98336], [-5.23435, -0.57950, -5.91612], [-5.91644, -1.40762, -4.51113], [-4.97920, -2.31053, -5.70190], [-4.28406, 4.07164, -1.84488], [-4.56975, 3.22775, -0.32267], [-5.91143, 4.00901, -1.16345], [-6.64478, 2.94881, -4.04836], [-7.72103, 2.22007, -2.85720], [-6.93613, 1.20293, -4.06611], [-4.83390, 0.21410, -0.42192], [-6.05479, -0.44207, -1.52760], [-6.50968, 0.76632, -0.32397], [-2.69116, -7.16620, 3.09234], [-2.23776, -5.63133, 2.45506], [-2.31449, -4.50914, 3.27235], [-1.94540, -3.28138, 2.76059], [-1.50896, -3.18485, 1.43937], [-1.44314, -4.31728, 0.62657], [-1.80553, -5.54782, 1.13594], [-1.11584, -1.89573, 0.89921], [-1.05595, -0.82161, 1.59689], [-0.77541, -1.74309, -0.32951], [-2.65957, -4.61093, 4.29160], [-1.99269, -2.39010, 3.37167], [-1.10587, -4.21948, -0.39680], [-1.75998, -6.44167, 0.52992]],
  "lowdin_charge": [1.3827, -0.0571, -0.3504, -0.0555, -0.1274, -0.0310, -0.0518, -0.0276, -0.1360, -0.3806, -0.0581, -0.0415, -0.1457, -0.1844, -0.1538, -0.1665, -0.1152, -0.1227, -0.1281, -0.0333, -0.0529, -0.0359, -0.1303, -0.3898, -0.0619, -0.0537, -0.3643, -0.0765, -0.0916, 0.0862, 0.0366, 0.0870, 0.1271, 0.0352, 0.0812, 0.0808, 0.1189, 0.1117, 0.1151, 0.0787, 0.0793, 0.0721, 0.0611, 0.0829, 0.0815, 0.0813, 0.1318, 0.1169, 0.1176, 0.1122, 0.1126, 0.0843, 0.0814, 0.0796, 0.0757, 0.0801, 0.0770, 0.0856, 0.1264, 0.0290, 0.0727, 0.0906, -0.0173, 0.0935, 0.0879, -0.2154, 0.3086, -0.2122, -0.2090, 0.2379, 0.6647, 0.3238, -0.2114, -0.2036, -0.2112, 0.3293, -0.2043, -0.2106, -0.2146, 0.0408, 0.0080, 0.0290, 0.0421, 0.0230, -0.0018, 0.0399, 0.0268, 0.0283, 0.0152, 0.0300, 0.0414, -0.0071, 0.0449, 0.0182, 0.0259, 0.0296, 0.0383, 0.0099, 0.0200, 0.0431, 0.0293, 0.0398, 0.0249, 0.0241, 0.0252, 0.0411, 0.7256, -0.6471, -0.0720, 0.0159, -0.1291, 0.0145, -0.0749, -0.5151, -0.1013, -0.1812, 0.1156, 0.1021, 0.1172, 0.1145],
  "e_above_lowest_ev": 0.785,
  "e_homo_ev": -10.591,
  "lumo_ev": -3.7,
  "homo_lumo_gap_ev": 6.875,
  "total_charge": 1
}

=====

[2]
{
  "formula": "C42H67IN2O2P2PbSSi",
  "method": "ωB97M-V/def2-TZVPD",
  "species": ["Pb", "C", "Si", "C", "C", "C", "C", "C", "C", "P", "C", "C", "C", "C", "C", "C", "C", "C", "C", "C", "C", "C", "C", "C", "C", "C", "C", "C", "P", "C", "C", "C", "C", "C", "C", "C", "C", "C", "C", "C", "C", "H", "H", "H", "H", "H", "H", "H", "H", "H", "H", "H", "H", "H", "H", "H", "H", "H", "H", "H", "H", "H", "H", "H", "H", "H", "H", "H", "H", "H", "H", "H", "H", "H", "H", "H", "H", "H", "H", "H", "H", "H", "H", "H", "H", "H", "H", "H", "H", "H", "H", "H", "H", "H", "H", "H", "I", "O", "O", "C", "N", "C", "C", "S", "N", "C", "C", "H", "H", "H", "H", "H", "H", "H", "H", "H", "H", "H", "H"],
  "coordinates": [[1.80023, 2.19151, -0.42072], [-3.00075, 3.03056, -1.03308], [-2.20099, 1.34158, -0.95283], [-2.21746, 0.64171, 0.83698], [-3.27399, -0.26828, 1.00673], [-3.51273, -0.94472, 2.19741], [-2.67466, -0.73550, 3.27671], [-1.64078, 0.18262, 3.15734], [-1.41128, 0.88915, 1.97392], [-0.09720, 2.17013, 2.01419], [-0.97003, 3.60399, 2.87804], [-2.36362, 3.80801, 2.27076], [-3.02980, 5.08651, 2.78035], [-3.12346, 5.08069, 4.30514], [-1.74126, 4.85311, 4.91224], [-1.10728, 3.55303, 4.40464], [1.06473, 1.67317, 3.37112], [2.11740, 2.79490, 3.49332], [3.29750, 2.37699, 4.39870], [2.88555, 1.26366, 5.36142], [2.48813, 0.00268, 4.57964], [1.79432, 0.33816, 3.24217], [-3.26949, 0.21975, -2.07516], [-4.59258, 0.64273, -2.27248], [-5.39227, 0.12821, -3.28310], [-4.85919, -0.80362, -4.16006], [-3.56925, -1.27667, -3.95984], [-2.78115, -0.82833, -2.89800], [-1.17517, -1.62324, -2.45545], [-0.55897, -2.24702, -4.11594], [0.98074, -2.13995, -4.10892], [1.62863, -3.35904, -3.45783], [1.23550, -4.63238, -4.20660], [-0.28423, -4.80572, -4.21582], [-0.99254, -3.57116, -4.77052], [-1.85040, -2.98175, -1.35950], [-2.99784, -3.86927, -1.87787], [-3.15688, -5.14520, -1.02772], [-2.82653, -4.85340, 0.43334], [-1.33773, -4.48602, 0.59116], [-0.76776, -3.82793, -0.68110], [-3.80390, 3.17804, -0.30411], [-3.41605, 3.16190, -2.03717], [-2.23583, 3.80078, -0.89569], [-3.93596, -0.46226, 0.16646], [-4.33961, -1.64098, 2.27064], [-2.82414, -1.27186, 4.20848], [-1.01026, 0.36224, 4.02104], [-0.36876, 4.48123, 2.61307], [-2.99293, 2.95080, 2.53072], [-2.28904, 3.83882, 1.18638], [-4.02283, 5.18230, 2.33437], [-2.44643, 5.95798, 2.45716], [-3.79708, 4.27731, 4.62628], [-3.54467, 6.02191, 4.66713], [-1.79147, 4.83720, 6.00371], [-1.09036, 5.69072, 4.63368], [-1.75125, 2.70698, 4.67659], [-0.15310, 3.41859, 4.91105], [0.47575, 1.63100, 4.28862], [1.66069, 3.71167, 3.87481], [2.49657, 3.03928, 2.49587], [3.66568, 3.24200, 4.95040], [4.13236, 2.01321, 3.78927], [2.04989, 1.61077, 5.97740], [3.70145, 1.03748, 6.04896], [1.83638, -0.62305, 5.19561], [3.38187, -0.59192, 4.36946], [1.11903, -0.46603, 2.95420], [2.53950, 0.40985, 2.44657], [-5.00599, 1.41663, -1.63061], [-6.40892, 0.48398, -3.40925], [-5.45186, -1.17767, -4.98750], [-3.17884, -2.02023, -4.64531], [-0.92177, -1.43404, -4.74972], [1.28325, -1.23000, -3.58662], [1.33736, -2.05630, -5.14279], [1.29926, -3.42517, -2.41261], [2.71602, -3.24164, -3.44565], [1.71116, -5.50983, -3.76134], [1.59492, -4.55767, -5.23986], [-0.62872, -4.99189, -3.19665], [-0.56299, -5.67922, -4.80986], [-2.07152, -3.71652, -4.70535], [-0.75499, -3.49069, -5.84044], [-2.23671, -2.34296, -0.56235], [-2.82649, -4.14847, -2.92043], [-3.92973, -3.29883, -1.85645], [-2.48652, -5.93212, -1.39471], [-4.17407, -5.52969, -1.12555], [-3.06868, -5.71207, 1.06183], [-3.45641, -4.02508, 0.77307], [-0.76017, -5.38622, 0.81995], [-1.21411, -3.80416, 1.43806], [-0.40468, -4.59925, -1.36036], [0.09154, -3.20378, -0.41700], [1.63917, -0.58501, -0.32273], [-0.00100, 2.66960, -1.50657], [-0.75879, 1.44502, -1.76923], [4.69390, -1.04898, -2.91431], [5.40341, 0.02270, -2.21894], [6.81259, -0.24784, -1.94629], [4.86210, 1.25123, -2.09393], [3.47535, 1.68390, -2.95268], [5.50299, 2.09080, -1.21746], [5.31934, 3.53815, -1.26755], [5.89696, 1.59798, 0.10259], [5.05895, -2.00434, -2.53308], [4.86772, -0.99865, -3.99308], [3.62714, -0.97616, -2.72766], [7.22061, -0.82414, -2.77642], [6.95361, -0.82686, -1.03180], [7.36676, 0.68209, -1.86769], [5.03357, 3.84493, -2.26661], [6.26392, 4.01705, -0.99738], [4.54697, 3.87064, -0.56940], [5.67981, 0.53825, 0.19802], [5.32397, 2.12862, 0.86682], [6.95962, 1.76430, 0.29912]],
  "lowdin_charge": [0.7013, -0.1551, 0.5284, -0.1980, -0.1060, -0.0782, -0.0727, -0.0983, -0.3614, 1.0247, -0.4142, -0.2186, -0.1927, -0.2067, -0.1980, -0.2079, -0.4876, -0.2157, -0.1840, -0.2047, -0.1803, -0.2435, -0.2300, -0.1145, -0.0858, -0.0815, -0.0942, -0.3437, 1.0895, -0.4239, -0.2348, -0.2076, -0.1954, -0.1966, -0.2028, -0.4333, -0.1846, -0.1943, -0.2015, -0.1808, -0.2298, 0.0374, 0.0446, 0.0276, 0.0877, 0.1042, 0.1057, 0.0930, 0.1137, 0.1198, 0.0701, 0.1100, 0.1170, 0.1153, 0.1070, 0.1090, 0.1161, 0.1193, 0.0887, 0.0775, 0.0986, 0.0617, 0.1059, 0.1066, 0.1088, 0.1061, 0.1076, 0.1087, 0.0800, 0.0510, 0.0963, 0.1012, 0.1020, 0.0863, 0.1021, 0.0662, 0.1182, 0.0840, 0.0962, 0.1071, 0.1123, 0.0791, 0.1116, 0.0756, 0.1190, 0.0845, 0.0836, 0.1107, 0.1104, 0.1059, 0.1035, 0.1003, 0.1059, 0.1036, 0.0852, 0.0350, 0.3023, -0.5575, -0.4100, -0.1033, -0.1967, -0.0485, -0.7956, 0.5886, -0.2195, -0.0979, -0.0585, 0.0928, 0.0976, -0.0056, 0.0927, 0.0910, 0.0891, 0.0641, 0.0912, 0.0526, 0.0850, 0.0830, 0.0924],
  "e_above_lowest_ev": 0.000,
  "e_homo_ev": -7.044,
  "lumo_ev": 0.4,
  "homo_lumo_gap_ev": 7.445,
  "total_charge": 0
}